[1]
The following is a quantum chemistry calculation of 4 unconnected molecules or ions with the total composition H8O4 at a distorted geometry, from OMol25.

Summary:
* SMILES: O.O.O.O
* multiplicity: 1
* HOMO-LUMO gap: 11.54 eV
* HOMO level: -0.4038 Eh
* E_tot: -305.7610 hartree
* energy above the lowest of the compared OMol25 structures with the same formula, charge and spin: 0.495 eV

CARTESIAN COORDINATES (ANGSTROEM)
O  0.00742  -1.00626  -1.28029
O  1.69930  0.21648  0.35754
O  -1.01297  -0.33431  1.21284
O  -0.48425  1.75647  -0.37947
H  0.85657  -0.69030  -0.87176
H  1.45960  1.11974  0.08247
H  -1.72365  -0.79249  1.64047
H  1.08532  0.08713  1.04067
H  -0.82259  1.30801  0.44995
H  0.16399  -1.79690  -1.75333
H  -0.46249  0.97699  -0.91118
H  -0.76626  -0.84455  0.41208

---

[2]
The following is a quantum chemistry calculation of 4 unconnected molecules or ions with the total composition H8O4 at a distorted geometry, from OMol25.

Summary:
* SMILES: O.O.O.O
* multiplicity: 1
* HOMO-LUMO gap: 11.42 eV
* HOMO level: -0.3995 Eh
* E_tot: -305.7553 hartree
* energy above the lowest of the compared OMol25 structures with the same formula, charge and spin: 0.649 eV

CARTESIAN COORDINATES (ANGSTROEM)
O  1.25741  0.34554  -1.14707
O  -0.86481  -1.10153  0.51441
O  1.11049  0.69602  1.64448
O  -1.35301  0.43737  -1.32698
H  -1.93627  1.17836  -1.40087
H  1.92060  0.22040  1.96651
H  -1.45487  0.02191  -0.40739
H  0.45310  0.66610  -1.56845
H  -0.27935  -0.80072  1.27069
H  1.31204  0.78156  0.65868
H  1.06456  -0.58499  -1.13087
H  -1.22990  -1.86003  0.92686

---

[3]
The following is a quantum chemistry calculation of 4 unconnected molecules or ions with the total composition H8O4, from OMol25.

Summary:
* SMILES: O.O.O.O
* multiplicity: 1
* HOMO-LUMO gap: 11.44 eV
* HOMO level: -0.4149 Eh
* E_tot: -305.7372 hartree
* energy above the lowest of the compared OMol25 structures with the same formula, charge and spin: 1.144 eV

CARTESIAN COORDINATES (ANGSTROEM)
O  3.68934  0.09408  -0.20578
O  -0.59366  3.71064  -0.26623
O  -3.21417  -0.97215  -0.18607
O  0.71336  -2.05930  -0.19112
H  0.36522  -2.92470  -0.43375
H  -3.11829  -0.90028  0.77029
H  -1.28095  3.79114  0.40470
H  -3.20134  -1.92145  -0.35236
H  3.59770  0.66897  0.56240
H  -0.27868  2.80464  -0.17176
H  3.39518  -0.76779  0.10989
H  -0.07369  -1.52380  -0.04022

---

What did the second record say?
The following is a quantum chemistry calculation of 4 unconnected molecules or ions with the total composition H8O4 at a distorted geometry, from OMol25.

Summary:
* SMILES: O.O.O.O
* multiplicity: 1
* HOMO-LUMO gap: 11.42 eV
* HOMO level: -0.3995 Eh
* E_tot: -305.7553 hartree
* energy above the lowest of the compared OMol25 structures with the same formula, charge and spin: 0.649 eV

CARTESIAN COORDINATES (ANGSTROEM)
O  1.25741  0.34554  -1.14707
O  -0.86481  -1.10153  0.51441
O  1.11049  0.69602  1.64448
O  -1.35301  0.43737  -1.32698
H  -1.93627  1.17836  -1.40087
H  1.92060  0.22040  1.96651
H  -1.45487  0.02191  -0.40739
H  0.45310  0.66610  -1.56845
H  -0.27935  -0.80072  1.27069
H  1.31204  0.78156  0.65868
H  1.06456  -0.58499  -1.13087
H  -1.22990  -1.86003  0.92686

---

Q: Look up the HOMO level of the first one.
A: -0.4038 Eh